No. 1
Molecular formula: C45H42AsBBaN8O9P2S3
Method: DFT, ωB97M-V/def2-TZVPD

Geometry as XYZ:
```
112
Properties=species:S:1:pos:R:3:forces:R:3
Ba -0.47995 0.46657 0.23149 -4.258 1.596 -3.045
C -3.75171 2.63732 -3.25433 -0.025 -0.050 -0.003
C -3.23118 2.31910 -1.98952 -0.011 0.015 0.143
N -2.61613 1.14736 -1.99993 0.186 0.157 -0.031
N -2.72464 0.68147 -3.25934 -0.206 -0.098 0.079
C -3.40346 1.55343 -4.02878 0.009 0.018 -0.089
B -2.28893 -0.71589 -3.68652 0.022 -0.004 -0.044
N -2.79443 -1.81356 -2.70734 0.073 0.081 -0.001
C -3.30142 -3.00586 -3.07956 -0.080 -0.015 -0.042
C -3.73449 -3.66616 -1.94871 0.012 -0.011 -0.065
C -3.44760 -2.76230 -0.91009 0.100 -0.063 0.051
N -2.86927 -1.66451 -1.37060 0.100 -0.026 -0.009
N -0.74267 -0.79375 -3.85218 -0.016 0.033 0.078
C -0.01463 -1.91394 -3.97411 0.019 -0.066 -0.068
C 1.26607 -1.56514 -4.35143 -0.077 -0.038 -0.056
C 1.20488 -0.16557 -4.44129 0.030 0.067 -0.032
N -0.00556 0.29169 -4.14455 0.031 0.037 0.009
H -4.29847 3.51692 -3.54732 0.013 0.031 -0.015
H -3.26759 2.88818 -1.07429 0.046 0.014 -0.016
H -3.57183 1.33515 -5.07005 -0.043 -0.011 -0.005
H -2.80547 -0.94686 -4.76138 0.003 -0.035 -0.036
H -3.34192 -3.27624 -4.12220 -0.005 -0.012 -0.011
H -4.20320 -4.63390 -1.88719 -0.011 -0.011 0.001
H -3.65493 -2.85645 0.14463 0.003 -0.003 0.018
H -0.45969 -2.87724 -3.79413 0.022 -0.012 0.047
H 2.10652 -2.21933 -4.51615 0.013 -0.002 0.023
H 1.98530 0.53235 -4.70978 0.023 0.001 0.030
O -0.53585 1.04681 3.39564 1.117 -1.744 -0.380
P 0.19749 -0.43352 3.26921 0.713 0.646 -0.349
O 0.12529 -1.26511 4.47938 -0.033 0.228 0.278
O -0.24014 -1.05096 1.95489 0.400 -1.030 1.994
O 1.80435 0.03974 2.98026 -0.528 0.282 -0.212
P 2.24448 1.23245 1.92173 -0.130 -0.580 -0.400
O 3.85533 1.16986 1.93968 0.095 -0.401 0.087
O 1.80226 2.54086 2.45620 -0.088 -0.128 -0.028
O 1.80592 0.79285 0.52769 2.298 0.279 1.546
H -0.01092 1.57497 2.75284 -0.522 1.087 0.645
H 4.15845 1.89204 2.49678 0.024 0.074 0.118
N -2.67118 -2.45588 2.74711 0.013 -0.040 -0.026
C -3.10126 -1.19510 3.14025 -0.141 0.123 0.197
C -3.20496 -0.88158 4.50391 0.073 0.036 -0.052
C -3.63950 0.37414 4.85920 -0.011 0.047 0.004
C -3.97401 1.29025 3.86670 -0.019 -0.059 -0.026
C -3.84215 0.88254 2.55268 -0.084 0.115 -0.084
N -3.42596 -0.32800 2.18437 0.131 -0.157 -0.018
H -1.93196 -2.78621 3.35695 0.031 0.002 -0.023
H -2.31190 -2.40420 1.80150 0.064 0.004 0.020
H -2.88234 -1.59958 5.24540 -0.019 -0.022 0.007
H -3.69805 0.64944 5.90607 0.007 0.002 -0.006
H -4.30161 2.29434 4.09803 0.023 0.013 0.003
H -4.06916 1.56451 1.73935 0.036 0.018 -0.002
O -1.11146 2.77961 0.81078 -0.248 0.078 0.564
C -0.63551 4.01918 0.61452 -0.096 0.465 -0.288
C -1.80198 4.94111 0.19759 0.191 0.248 -0.316
C -1.84604 6.00812 -0.65023 0.085 -0.102 0.000
C -3.12484 6.62790 -0.70649 -0.106 -0.007 0.036
C -4.02605 6.01772 0.11216 0.010 0.094 0.003
S -3.32779 4.69247 0.94345 -0.037 -0.113 0.001
C -0.17243 4.67463 1.92730 0.119 0.067 -0.021
C -0.74196 4.42377 3.13801 0.135 -0.183 -0.031
C -0.27146 5.27789 4.16869 0.022 0.066 0.004
C 0.63443 6.19017 3.72047 -0.027 0.010 0.047
S 0.92330 5.99306 2.04287 0.001 0.078 -0.018
C 0.44530 3.99157 -0.49662 -0.368 0.097 0.230
C 1.80189 4.10021 -0.43891 -0.021 0.056 0.057
C 2.43864 3.80133 -1.67729 -0.029 0.028 -0.040
C 1.54813 3.45624 -2.64670 0.067 -0.037 -0.030
S -0.06128 3.47661 -2.07238 0.120 0.050 0.142
H -0.98734 6.32885 -1.22288 0.019 -0.003 -0.009
H -3.36246 7.47602 -1.33418 -0.006 0.014 -0.011
H -5.06219 6.27569 0.26277 -0.025 -0.018 -0.022
H -1.45230 3.62113 3.27562 -0.001 -0.027 -0.014
H -0.59294 5.21248 5.19905 0.012 -0.014 0.021
H 1.16022 6.94292 4.28589 0.021 -0.002 0.008
H 2.33134 4.33876 0.47073 0.009 -0.057 0.017
H 3.50961 3.83091 -1.82726 0.011 -0.025 0.005
H 1.74795 3.17187 -3.66759 0.004 -0.032 -0.006
O 0.40889 -1.52525 -0.91576 1.856 -1.269 0.646
As 1.76927 -2.22852 -0.20077 -0.769 -0.708 -1.734
C 1.72284 -3.12888 1.50618 -0.006 0.347 0.053
C 2.69260 -2.97007 2.47888 -0.032 0.114 0.133
C 2.64013 -3.75014 3.62914 0.048 0.040 -0.020
C 1.62739 -4.67638 3.79605 -0.005 -0.028 0.017
C 0.65151 -4.82356 2.81730 -0.016 -0.029 -0.019
C 0.69750 -4.05233 1.67082 -0.077 -0.016 0.053
C 3.46230 -1.43394 -0.65711 -0.219 0.301 0.273
C 3.41125 -0.50526 -1.68714 -0.020 0.166 0.053
C 4.57980 0.10166 -2.11660 -0.021 -0.009 -0.056
C 5.78945 -0.20446 -1.50941 0.013 0.001 0.006
C 5.83570 -1.14282 -0.48956 0.048 0.003 -0.007
C 4.67152 -1.76899 -0.06624 0.058 -0.061 0.019
C 1.90399 -3.85883 -1.27654 -0.063 0.007 -0.039
C 3.09435 -4.52619 -1.53178 0.026 0.003 0.032
C 3.09751 -5.68416 -2.29834 0.040 -0.009 0.000
C 1.90883 -6.18032 -2.81309 0.014 -0.038 -0.015
C 0.71834 -5.51205 -2.56533 -0.069 -0.023 0.007
C 0.71596 -4.35265 -1.80418 -0.045 -0.004 -0.003
H 3.45266 -2.20736 2.38373 -0.030 0.041 0.016
H 3.38161 -3.60389 4.40415 -0.011 -0.003 0.007
H 1.58093 -5.27224 4.69926 -0.002 0.008 0.001
H -0.15151 -5.53817 2.94883 -0.017 0.019 0.021
H -0.07669 -4.15133 0.91888 0.020 -0.001 -0.015
H 2.45840 -0.23813 -2.12702 -0.001 -0.020 0.017
H 4.53547 0.82801 -2.91830 0.000 0.037 0.026
H 6.69545 0.30004 -1.82293 0.012 -0.023 -0.014
H 6.77590 -1.37869 -0.00609 0.004 -0.014 -0.020
H 4.72441 -2.51339 0.71713 -0.022 0.037 0.024
H 4.03221 -4.13843 -1.15084 -0.011 -0.004 0.014
H 4.03250 -6.19509 -2.49648 -0.003 0.000 -0.011
H 1.91113 -7.08278 -3.41289 0.004 0.000 -0.003
H -0.21476 -5.88728 -2.96844 0.003 0.004 -0.017
H -0.20591 -3.80581 -1.63613 0.012 0.011 0.017
```
Forces are in eV/Å.

The value obtained for the energy relative to the best compared isomer or geometry (same formula, charge and spin) is 36.7 kcal per mole. The value obtained for the HOMO energy is -0.1181 hartree. Its total charge is -2. The LUMO energy is 3.864 eV. The value obtained for the HOMO-LUMO gap is 7.08 eV.

=====

No. 2
Molecular formula: C45H42N13O4PS2V
Method: DFT, ωB97M-V/def2-TZVPD

Geometry as XYZ:
```
108
Properties=species:S:1:pos:R:3:forces:R:3
V -0.43534 0.01560 0.17512 -0.402 -0.322 -0.505
C 1.91574 -0.51698 -3.58304 -0.119 0.015 0.015
C 0.86130 -0.25262 -2.71738 -0.001 -0.014 -0.042
N 1.07803 -0.15191 -1.41415 0.141 0.115 0.189
C 2.33526 -0.25619 -0.96038 0.069 -0.025 -0.260
C 3.37492 -0.49742 -1.85140 -0.075 0.007 0.079
N 3.16329 -0.64530 -3.15191 0.046 0.002 -0.024
C 2.50031 -0.03659 0.48930 0.065 0.047 0.253
C 3.67277 -0.17913 1.20867 -0.092 -0.003 -0.047
C 3.66309 0.10283 2.57625 -0.051 0.013 0.014
C 2.49976 0.60152 3.15395 -0.034 -0.018 -0.063
C 1.36589 0.72828 2.37169 0.191 0.000 -0.013
N 1.37364 0.35938 1.08920 0.122 0.107 0.035
C 0.08713 1.32159 2.79806 0.024 -0.003 0.121
C -0.15253 1.85238 4.05091 -0.083 0.073 -0.099
N -1.30221 2.46146 4.33942 -0.006 -0.004 0.059
C -2.20024 2.54494 3.37408 -0.020 -0.036 -0.129
C -1.99375 1.98841 2.10799 -0.013 0.051 0.061
N -0.85830 1.36689 1.84111 0.063 -0.120 0.058
C 4.86665 -0.12380 3.40262 0.078 -0.024 0.064
C 4.74631 -0.65236 4.68423 0.031 0.017 -0.037
C 5.90058 -0.87141 5.42172 -0.061 -0.017 0.015
N 7.12093 -0.59513 4.97584 0.049 -0.008 0.045
C 7.22860 -0.08347 3.75509 0.007 0.027 -0.063
C 6.14191 0.16498 2.92942 -0.021 -0.011 0.034
H 1.73908 -0.62146 -4.64615 0.024 0.005 0.004
H -0.15541 -0.09806 -3.05966 -0.001 -0.011 -0.003
H 4.40071 -0.56868 -1.51146 -0.005 -0.004 0.003
H 4.57712 -0.53472 0.73593 0.004 -0.011 -0.002
H 2.48563 0.87882 4.19814 0.012 0.006 -0.003
H 0.58115 1.78879 4.84385 0.011 0.011 -0.004
H -3.13013 3.05547 3.59087 0.016 0.002 0.021
H -2.73268 2.05055 1.31972 -0.017 0.000 -0.013
H 3.77964 -0.91865 5.09415 -0.009 -0.001 -0.014
H 5.83808 -1.29414 6.41822 0.002 0.007 -0.009
H 8.23300 0.14386 3.41609 -0.011 -0.004 0.006
H 6.29817 0.60311 1.95204 -0.017 -0.001 -0.004
N -3.96866 -1.48900 -1.75803 -0.041 0.137 0.017
C -3.32615 -0.45588 -1.22127 -0.028 -0.028 0.014
N -2.09825 -0.84078 -0.92060 0.048 0.226 -0.033
C -2.07486 -2.15560 -1.27928 -0.054 0.046 -0.050
N -3.19088 -2.58613 -1.80766 0.056 -0.090 0.079
C -0.90081 -2.97045 -1.01259 0.044 -0.144 -0.004
C -0.82191 -4.31698 -1.35896 0.009 0.052 0.020
N 0.25000 -5.04121 -1.07783 -0.017 -0.023 -0.017
C 1.24066 -4.42014 -0.44770 0.058 0.077 0.046
C 1.16789 -3.08036 -0.09288 -0.015 -0.002 0.021
N 0.09180 -2.34917 -0.37563 -0.006 0.060 0.021
H -4.92516 -1.53032 -2.06871 -0.019 0.001 -0.015
H -3.75180 0.52292 -1.05040 -0.010 0.034 -0.026
H -1.64753 -4.79788 -1.86820 0.000 0.005 0.005
H 2.12238 -5.00102 -0.20683 -0.009 -0.005 -0.004
H 1.96807 -2.60057 0.45120 0.008 -0.023 0.015
O -3.41897 -0.55575 1.64356 0.067 -0.039 0.124
C -2.49932 -1.11681 2.21442 -0.150 -0.065 -0.102
N -2.56456 -1.73299 3.43094 0.016 0.081 -0.023
C -1.31354 -2.38206 3.78057 0.041 0.015 0.044
C -0.43285 -1.88512 2.61434 0.146 -0.169 0.114
O 0.77516 -2.06193 2.54507 -0.123 -0.043 -0.005
N -1.19285 -1.20103 1.73218 0.048 0.298 -0.136
C -1.46446 -3.89744 3.80298 0.002 -0.032 0.005
C -0.80963 -4.73722 2.91255 -0.071 0.024 -0.020
C -1.01684 -6.11079 2.96554 0.018 -0.015 -0.032
C -1.87360 -6.65346 3.90810 -0.006 -0.009 -0.001
C -2.52604 -5.81783 4.80601 0.002 -0.005 -0.007
C -2.31851 -4.45039 4.75485 0.000 -0.008 0.042
C -0.69962 -1.85479 5.07402 -0.048 0.017 0.023
C -1.26867 -0.80089 5.77457 -0.003 0.019 -0.021
C -0.65617 -0.30486 6.92062 -0.001 0.033 0.002
C 0.53348 -0.85552 7.36720 0.002 0.000 0.010
C 1.10279 -1.91729 6.67139 0.009 -0.020 0.009
C 0.48919 -2.41822 5.53579 0.011 -0.021 -0.020
H -3.46125 -2.00672 3.79716 0.017 -0.048 0.027
H -0.12526 -4.32784 2.18113 0.026 0.006 -0.001
H -0.50232 -6.75579 2.26456 -0.003 -0.003 0.001
H -2.03238 -7.72287 3.94858 0.006 0.003 -0.001
H -3.19071 -6.23368 5.55176 0.000 0.000 -0.005
H -2.81490 -3.80910 5.47606 0.022 0.014 -0.008
H -2.19241 -0.35689 5.42678 0.003 -0.002 -0.010
H -1.11651 0.51319 7.46043 0.009 -0.008 -0.006
H 1.00805 -0.47555 8.26273 -0.005 0.000 -0.003
H 2.01843 -2.37110 7.03052 -0.001 0.007 -0.006
H 0.92900 -3.25023 4.99992 -0.006 0.018 0.016
C 0.20508 5.39736 -2.85376 0.006 0.022 0.002
C -1.29310 5.30803 -2.64510 0.064 -0.003 0.038
C -1.72051 5.77148 -1.26738 0.015 -0.016 -0.016
O -1.69229 3.93896 -2.97037 -0.116 0.031 0.008
P -2.11395 2.72480 -2.04410 0.055 -0.044 -0.061
S -3.76060 2.98569 -1.03221 0.020 -0.028 -0.019
S -0.45133 2.27640 -0.95081 0.005 -0.217 0.128
O -2.19346 1.54106 -3.12370 0.016 0.076 0.101
C -2.83722 1.56846 -4.43721 -0.006 0.007 -0.025
C -4.10296 2.40089 -4.48774 -0.001 -0.030 -0.007
C -1.81196 1.98848 -5.47233 0.027 -0.009 0.029
H 0.53105 6.43330 -2.75245 -0.009 -0.002 -0.003
H 0.47791 5.04552 -3.84834 -0.002 -0.006 0.002
H 0.72817 4.79346 -2.11109 -0.008 -0.002 -0.003
H -1.80929 5.90321 -3.39946 0.005 -0.016 -0.010
H -1.25468 5.16812 -0.48641 -0.009 -0.009 0.000
H -2.79931 5.73334 -1.14443 -0.025 -0.012 0.009
H -1.39183 6.80382 -1.13975 0.006 -0.003 -0.020
H -3.09841 0.51872 -4.59161 -0.008 0.003 0.002
H -3.88460 3.46597 -4.42030 0.012 0.012 0.027
H -4.78812 2.14038 -3.68346 -0.005 -0.007 -0.006
H -4.59677 2.21235 -5.44219 0.012 0.015 -0.003
H -1.47462 3.00535 -5.27700 -0.008 -0.009 -0.018
H -2.25152 1.95029 -6.46930 -0.023 -0.018 -0.003
H -0.94809 1.32203 -5.45587 0.004 0.020 0.013
```
Forces are in eV/Å.

As for the spin multiplicity: 3. The value obtained for the energy relative to the best compared isomer or geometry (same formula, charge and spin) is 6.4 kcal per mole. The value obtained for the HOMO energy (spin up / spin down) is -0.3811 / -0.3824 hartree. Its total charge is +1. The LUMO energy (spin up / spin down) is -3.702 / -3.991 eV. Its expectation value of S² is 2.021. The value obtained for the HOMO-LUMO gap (spin up / spin down) is 6.67 / 6.41 eV.